The following is a quantum chemistry calculation of a molecular structure, C65H159F6LiN10O25S2 at a distorted geometry, from the OMol25 dataset.

Its highest occupied orbital energy is -8.22 eV. As for the molecular weight: 1666.1 g/mol. As for the orbital gap: 0.2608 Ha. Its multiplicity is 1. Its charge is 0. The calculation puts the total energy at -6402.9169 Eh. The calculation puts the lowest unoccupied orbital energy at -1.124 eV.

```
268
C65H159F6LiN10O25S2, DFT ωB97M-V with the def2-TZVPD basis set
Li -3.21 -27.03 -1.10
C -1.46 -21.02 -0.42
F -1.73 -19.72 -0.30
F -1.20 -21.40 -1.70
F -0.37 -21.30 0.37
S -2.98 -22.02 0.32
O -3.79 -21.14 1.13
O -3.71 -22.51 -0.85
N -2.28 -23.41 1.16
S -2.15 -22.93 2.59
O -1.61 -21.59 2.78
O -3.32 -23.13 3.48
C -0.78 -24.13 3.30
F 0.34 -24.07 2.55
F -0.48 -23.82 4.58
F -1.20 -25.39 3.18
C 0.51 -33.89 4.18
C 0.96 -34.73 2.98
C -0.27 -35.32 2.28
O 1.53 -33.82 2.06
H 1.31 -33.57 4.84
H -0.24 -34.42 4.77
H -0.05 -33.01 3.87
H 1.69 -35.48 3.29
H -0.19 -35.51 1.21
H -1.15 -34.72 2.48
H -0.50 -36.27 2.76
H 2.30 -33.37 2.42
C -10.87 -20.36 -2.23
C -10.52 -19.86 -3.59
C -9.65 -18.55 -3.49
O -9.82 -20.90 -4.27
H -11.41 -21.30 -2.34
H -11.44 -19.67 -1.61
H -9.98 -20.56 -1.64
H -11.39 -19.64 -4.22
H -8.88 -18.72 -2.74
H -10.23 -17.69 -3.16
H -9.23 -18.20 -4.43
H -8.93 -20.91 -3.91
C 2.31 -28.41 13.01
C 2.97 -29.80 12.84
C 1.88 -30.82 13.01
O 3.55 -30.03 11.57
H 3.08 -27.67 12.81
H 1.91 -28.30 14.02
H 1.54 -28.27 12.26
H 3.74 -30.01 13.57
H 1.21 -30.81 12.16
H 1.39 -30.61 13.96
H 2.35 -31.79 13.16
H 4.24 -30.69 11.63
C 10.96 -11.72 -10.12
O 10.43 -12.37 -8.95
C 11.41 -12.38 -7.89
C 10.95 -13.45 -6.85
N 9.80 -12.85 -6.19
C 9.26 -13.78 -5.20
C 7.85 -13.44 -4.82
O 7.03 -13.55 -5.99
C 5.67 -13.38 -5.69
H 11.68 -12.41 -10.57
H 11.42 -10.74 -9.97
H 10.11 -11.59 -10.78
H 11.40 -11.35 -7.54
H 12.41 -12.62 -8.25
H 11.76 -13.64 -6.14
H 10.72 -14.33 -7.45
H 9.09 -12.80 -6.89
H 9.91 -13.82 -4.33
H 9.26 -14.80 -5.58
H 7.79 -12.44 -4.41
H 7.48 -14.17 -4.09
H 5.20 -13.30 -6.67
H 5.48 -12.52 -5.05
H 5.22 -14.23 -5.18
C -9.60 -13.83 4.78
O -10.10 -14.70 5.79
C -10.01 -16.04 5.36
C -10.46 -17.02 6.51
N -11.93 -16.97 6.72
C -12.35 -17.75 7.87
C -13.79 -17.52 8.22
O -13.97 -16.14 8.51
C -15.29 -15.83 9.04
H -8.51 -13.71 4.75
H -10.00 -12.83 4.94
H -9.97 -14.11 3.79
H -8.99 -16.31 5.08
H -10.60 -16.13 4.45
H -9.93 -16.74 7.42
H -10.05 -18.00 6.27
H -12.13 -16.00 6.92
H -11.71 -17.64 8.75
H -12.28 -18.81 7.60
H -14.10 -18.19 9.03
H -14.47 -17.74 7.40
H -15.48 -14.77 8.87
H -15.33 -16.03 10.11
H -16.00 -16.48 8.52
C 5.80 -9.17 2.92
O 5.09 -9.34 1.66
C 3.70 -9.23 1.68
C 3.09 -10.52 2.31
N 1.76 -10.70 1.75
C 0.82 -11.68 2.35
C 1.46 -13.09 2.62
O 2.45 -13.11 3.61
C 2.11 -12.92 4.96
H 5.85 -10.16 3.37
H 5.25 -8.53 3.61
H 6.84 -8.90 2.78
H 3.37 -9.10 0.65
H 3.39 -8.37 2.28
H 3.22 -10.62 3.39
H 3.55 -11.41 1.87
H 1.32 -9.80 1.65
H 0.03 -11.87 1.62
H 0.40 -11.24 3.25
H 1.95 -13.53 1.75
H 0.67 -13.82 2.79
H 1.40 -13.66 5.34
H 1.79 -11.90 5.17
H 3.02 -13.01 5.55
C 11.24 -28.20 3.89
O 10.10 -29.05 3.74
C 8.83 -28.36 3.64
C 7.72 -29.32 3.22
N 8.02 -29.93 1.88
C 7.83 -28.96 0.75
C 8.63 -29.35 -0.46
O 9.91 -28.95 -0.17
C 10.73 -28.48 -1.24
H 11.25 -27.64 4.83
H 11.43 -27.52 3.06
H 12.09 -28.88 3.88
H 8.77 -27.55 2.91
H 8.49 -28.05 4.63
H 6.76 -28.81 3.20
H 7.60 -30.16 3.90
H 9.00 -30.18 1.85
H 8.05 -27.91 0.93
H 6.78 -28.92 0.47
H 8.24 -28.91 -1.38
H 8.56 -30.41 -0.71
H 11.20 -29.30 -1.79
H 11.55 -27.93 -0.78
H 10.27 -27.83 -1.98
C -0.72 -27.47 -3.00
O -1.73 -28.35 -2.43
C -1.87 -29.64 -3.10
C -2.78 -30.51 -2.24
N -4.05 -29.76 -2.01
C -4.85 -30.44 -1.05
C -5.93 -29.51 -0.47
O -5.41 -28.24 -0.11
C -6.41 -27.25 -0.07
H -0.66 -26.56 -2.41
H -0.95 -27.09 -4.00
H 0.29 -27.87 -2.96
H -0.92 -30.16 -3.20
H -2.24 -29.44 -4.11
H -2.21 -30.84 -1.37
H -3.04 -31.45 -2.74
H -4.65 -29.89 -2.81
H -4.24 -30.71 -0.19
H -5.22 -31.37 -1.48
H -6.36 -29.94 0.44
H -6.70 -29.48 -1.24
H -6.84 -27.01 -1.04
H -5.91 -26.36 0.32
H -7.21 -27.44 0.64
C -3.94 -10.30 -6.87
O -3.80 -9.34 -7.89
C -3.34 -9.91 -9.13
C -3.33 -8.80 -10.22
N -4.63 -8.24 -10.56
C -4.56 -7.03 -11.41
C -3.69 -5.87 -10.86
O -4.14 -5.51 -9.56
C -3.61 -4.30 -9.00
H -4.28 -9.83 -5.94
H -3.09 -10.96 -6.68
H -4.79 -10.93 -7.15
H -3.99 -10.73 -9.43
H -2.36 -10.38 -9.12
H -2.90 -9.18 -11.15
H -2.62 -8.07 -9.84
H -5.02 -7.87 -9.71
H -5.60 -6.73 -11.55
H -4.19 -7.24 -12.41
H -3.76 -5.06 -11.60
H -2.65 -6.18 -10.84
H -4.07 -3.51 -9.59
H -2.55 -4.42 -9.25
H -3.81 -4.21 -7.94
C -2.20 -18.06 -10.28
O -1.22 -17.83 -11.23
C 0.06 -17.93 -10.69
C 1.22 -17.34 -11.42
N 0.81 -16.12 -12.10
C 1.84 -15.55 -13.04
C 3.25 -15.43 -12.42
O 3.83 -16.75 -12.56
C 5.17 -16.81 -12.00
H -3.15 -18.17 -10.81
H -2.20 -17.13 -9.71
H -1.98 -18.94 -9.68
H 0.33 -18.97 -10.52
H 0.17 -17.40 -9.74
H 1.52 -18.05 -12.19
H 2.03 -17.17 -10.71
H -0.10 -16.28 -12.51
H 1.51 -14.58 -13.40
H 1.91 -16.14 -13.95
H 3.24 -15.24 -11.35
H 3.86 -14.67 -12.91
H 5.89 -16.13 -12.47
H 5.63 -17.77 -12.20
H 5.28 -16.64 -10.93
C -8.83 -32.30 -10.04
O -8.02 -32.56 -8.86
C -8.62 -32.30 -7.59
C -8.80 -30.79 -7.34
N -7.53 -30.01 -7.44
C -7.76 -28.62 -7.65
C -6.45 -27.97 -7.99
O -5.95 -28.36 -9.28
C -4.93 -27.55 -9.77
H -9.30 -31.31 -10.11
H -9.60 -33.07 -10.13
H -8.13 -32.49 -10.85
H -7.95 -32.61 -6.79
H -9.57 -32.83 -7.50
H -9.21 -30.66 -6.34
H -9.52 -30.29 -7.99
H -7.06 -30.33 -8.28
H -8.06 -28.20 -6.69
H -8.46 -28.38 -8.45
H -5.76 -28.19 -7.19
H -6.59 -26.89 -7.99
H -5.34 -26.56 -10.00
H -4.46 -27.94 -10.67
H -4.12 -27.46 -9.05
C -9.35 -23.55 13.06
O -10.20 -22.92 14.05
C -11.00 -23.95 14.67
C -11.83 -23.46 15.90
N -12.67 -24.46 16.56
C -11.96 -25.44 17.32
C -12.87 -26.12 18.30
O -12.07 -26.53 19.45
C -12.80 -27.23 20.40
H -8.88 -22.76 12.48
H -9.82 -24.26 12.37
H -8.55 -24.05 13.59
H -10.37 -24.81 14.89
H -11.81 -24.22 14.00
H -12.38 -22.58 15.56
H -11.05 -23.13 16.58
H -13.27 -23.90 17.14
H -11.21 -25.00 17.97
H -11.54 -26.25 16.72
H -13.38 -26.99 17.90
H -13.65 -25.44 18.65
H -13.14 -28.13 19.89
H -13.60 -26.63 20.83
H -12.09 -27.53 21.17
```

Atomic partial charges in e from the Mulliken method, atoms 1 to 8:
1. Li 0.855
2. C 0.682
3. F -0.212
4. F -0.214
5. F -0.213
6. S 0.961
7. O -0.552
8. O -0.664